No. 1
{
  "formula": "C3H4BrN3O3",
  "method": "the ωB97M-V functional and the def2-TZVPD basis",
  "symbols": ["Br", "N", "H", "C", "C", "N", "O", "H", "H", "C", "O", "N", "H", "O"],
  "xyz": [[-1.64, 0.74, -2.75], [-1.55, 0.31, -0.90], [-1.72, -0.69, -0.93], [1.29, -1.09, 0.55], [-0.55, 0.32, 1.21], [0.92, -0.64, -0.67], [0.17, 1.90, -0.42], [0.27, 2.09, -1.34], [0.41, -1.27, 2.31], [-0.43, 0.74, -0.27], [2.14, -1.87, 0.95], [0.34, -0.65, 1.53], [1.75, -0.55, -1.29], [-1.39, 0.64, 2.01]],
  "e_lumo_ev": -0.860,
  "homo_energy_ev": -9.90,
  "orbital_gap_ev": 9.04
}

=====

No. 2
{
  "formula": "C5H10NO",
  "method": "the ωB97M-V functional and the def2-TZVPD basis",
  "symbols": ["C", "H", "H", "H", "H", "C", "C", "H", "C", "H", "C", "H", "H", "N", "H", "H", "O"],
  "xyz": [[-0.90, 1.93, -0.50], [-0.24, -3.19, 0.30], [1.10, -3.21, 1.42], [-1.20, -0.18, 1.20], [0.68, 0.53, -1.27], [0.33, -2.54, 1.11], [0.82, -1.21, 0.71], [1.36, -1.09, -0.29], [-0.32, -0.25, 0.48], [-0.38, -2.37, 2.00], [-0.15, 0.69, -0.51], [1.52, -0.86, 1.41], [0.56, 1.84, -2.51], [-0.80, 2.77, -1.49], [-1.91, 1.86, -0.08], [-0.51, 2.49, 0.44], [0.06, 2.78, -2.39]],
  "e_lumo_ev": [-7.167, -7.169],
  "homo_energy_ev": [-14.25, -14.25],
  "orbital_gap_ev": [7.08, 7.08],
  "total_charge": 1
}